# C4H9NO2

One molecule with the formula C4H9NO2 (ωB97M-V/def2-TZVPD, the Open Molecules 2025 dataset).

Geometry as XYZ:
```
16
C4H9NO2 ωB97M-V/def2-TZVPD
C 2.1481 -0.4660 0.4359
C 0.9000 0.3315 0.1045
O 0.8440 0.4793 -1.2999
C -0.3687 -0.3683 0.6073
N -1.5751 0.3326 0.2146
C -2.3255 0.0341 -0.8838
O -3.2981 0.6679 -1.2372
H 2.2343 -0.5986 1.5191
H 3.0476 0.0512 0.0843
H 2.0937 -1.4519 -0.0403
H 0.9650 1.3170 0.5958
H 0.1203 1.0881 -1.4984
H -0.3958 -1.3816 0.1872
H -0.3364 -0.4634 1.6988
H -1.9232 1.0868 0.7899
H -1.9450 -0.8564 -1.4240
```

2S+1 ... 1
Frontier orbital gap ... 10.6902 eV
SMILES string ... C[C@@H](O)CNC=O
HOMO ... -9.87 eV
ΔE to the lowest compared entry with this formula, charge and spin ... 19.18 kcal per mole
DFT total energy ... -363.05497 Eh